Entry 1:
This record from the Open Molecules 2025 dataset describes a 31-piece molecular cluster, C21H83ClINO34 overall in a non-equilibrium geometry. The level of theory is ωB97M-V with the def2-TZVPD basis set.

Geometry as XYZ:
```
141
Properties=species:S:1:pos:R:3:forces:R:3:lowdin_charge:R:1
C 4.115200 -0.468486 0.547930 -0.4582 -0.3373 0.0010 -0.080
C 2.732476 -1.043326 0.126607 0.4187 0.0313 0.6831 -0.390
C 1.691012 -0.721693 1.221836 -0.1550 0.3718 -0.4571 -0.046
C 2.329310 -0.674133 -1.310315 0.4770 -0.0180 -0.1215 -0.195
C 1.959168 0.814813 -1.569535 -0.1376 -0.6700 0.2939 -0.131
C 0.540836 1.138001 -1.110403 1.1106 0.3320 -0.0789 -0.215
C -0.604753 0.603346 -1.684040 0.3975 -0.0666 0.0426 -0.562
I -0.467650 -0.790666 -3.251321 -0.4061 0.5608 -0.1125 1.155
C -1.860424 0.975187 -1.248285 -0.9550 -0.6568 -0.8402 -0.085
C -2.068260 1.799789 -0.168204 0.0955 0.4437 1.3319 -0.145
C -3.431666 2.238579 0.315746 -0.0488 0.7007 -0.8285 -0.039
C -4.293553 1.218660 1.048486 0.0155 0.7450 -0.4001 -0.407
O -4.944069 1.599797 2.003815 0.1994 -0.4311 0.2440 0.083
N -4.289741 -0.100465 0.530980 0.0144 0.8740 1.1657 -0.143
C -4.337606 -1.082098 1.636150 -0.1132 -0.3443 -0.6429 -0.062
C -5.393924 -0.232993 -0.442057 0.2165 0.0130 -0.4776 -0.053
C -0.932900 2.258870 0.520882 0.5553 0.4059 -0.8225 -0.029
C 0.335692 1.998975 -0.043751 -0.1755 0.4021 1.7881 -0.052
C 1.449982 2.815710 0.601237 -0.6867 1.2341 -1.8143 -0.276
O 2.044659 3.564414 -0.155718 0.6690 -0.4363 0.6368 0.115
C 1.504135 3.052303 2.075052 0.1715 -0.3039 -0.4593 -0.145
C 2.839365 3.132445 2.781949 0.5749 -1.8552 -0.8021 -0.075
C 3.913653 3.949154 2.040489 -1.1199 1.2558 0.3806 -0.719
O 3.993289 5.126453 2.231533 0.6080 -0.6140 -0.3018 0.048
Cl 4.984623 3.139504 0.865426 -0.3458 0.0769 0.7728 0.753
C 0.313926 3.149665 2.652217 0.3069 0.3592 -0.5265 0.065
C -0.975696 2.921946 1.872340 0.4878 -2.7110 2.2133 -0.267
O -1.923600 2.749237 2.624377 -0.4289 0.8541 -0.6205 0.098
H 4.763633 -0.300968 -0.320976 -0.1046 0.1641 0.2566 0.070
H 3.988900 0.437065 1.156613 0.1781 0.0422 -0.3582 0.028
H 4.603863 -1.206838 1.188587 -0.0218 0.2263 -0.1311 0.039
H 2.867159 -2.129095 0.159411 -0.1118 0.1705 -0.3697 0.091
H 0.655277 -0.849491 0.869956 0.2542 -0.2166 0.1102 0.083
H 1.850493 -1.322187 2.125848 0.0433 0.1694 -0.1961 0.079
H 1.774941 0.342708 1.496881 -0.0310 -0.2828 0.1504 0.056
H 3.215282 -0.886835 -1.931756 -0.3148 -0.0079 0.0415 0.123
H 1.553807 -1.374203 -1.631524 0.1438 0.2492 0.1163 0.010
H 2.053805 1.097837 -2.627509 0.0081 -0.3184 0.1806 0.118
H 2.720670 1.397274 -1.039817 -0.3945 0.1548 -0.1011 0.096
H -2.714438 0.564715 -1.789951 0.0527 0.1416 0.2299 0.099
H -3.299884 3.110963 0.957240 -0.2542 -0.3462 0.0441 0.110
H -3.963893 2.675367 -0.549265 -0.0760 -0.5569 0.1193 0.140
H -4.102149 -0.645078 2.608511 -0.1355 0.0391 -0.2475 0.076
H -5.332626 -1.539765 1.649882 0.2673 -0.0400 0.3250 0.068
H -3.582404 -1.849628 1.421171 -0.2435 0.0661 0.1041 0.075
H -5.150030 -1.063297 -1.116727 -0.2789 0.0650 0.2095 0.091
H -6.359970 -0.409415 0.062395 0.6425 0.2758 -0.3792 0.068
H -5.455572 0.661901 -1.079618 0.1179 -0.1572 0.2617 0.095
H 2.731274 3.424030 3.830065 0.0973 0.4356 -0.3443 0.138
H 3.203170 2.087424 2.783521 -0.0331 0.2332 0.1712 0.112
H 0.279548 3.255220 3.734971 -0.6064 0.3514 -0.2574 0.140
O -5.322499 4.394940 3.615845 -0.0890 -0.1494 0.1164 -0.049
H -5.113562 3.546591 3.205776 0.0598 -0.0974 -0.2694 -0.001
H -4.681752 4.475922 4.328699 0.0369 0.1301 -0.0616 0.038
O -4.216427 -2.906146 4.158540 0.0008 -0.2827 -0.1915 -0.044
H -4.949820 -3.442928 4.478487 -0.0339 0.1110 0.0967 0.046
H -3.476331 -3.521668 4.121315 0.0449 0.0580 0.0737 0.043
O -7.382302 -2.113257 0.352598 -0.5071 -0.5435 0.1997 -0.063
H -7.535705 -2.511296 1.216289 -0.0470 0.0193 -0.0095 0.049
H -7.429296 -2.858207 -0.256850 0.1074 0.0185 -0.0182 0.055
O 1.891554 6.637794 3.487342 0.0545 -0.0022 0.0975 -0.051
H 2.147771 7.449872 3.935152 -0.1390 0.0322 -0.0092 0.049
H 2.730798 6.226193 3.236928 -0.0596 -0.0514 -0.1940 0.003
O -4.695492 -4.242548 0.704071 0.0536 -0.1514 0.1199 -0.060
H -3.838037 -4.082790 0.297104 -0.0438 0.0150 -0.0829 0.037
H -4.597000 -3.895528 1.598635 -0.0593 0.0878 -0.0298 0.003
O -5.648686 0.393196 4.877844 -0.1400 0.4321 0.1148 -0.044
H -5.613400 0.998337 4.122758 0.1733 -0.2852 -0.3442 0.021
H -5.098068 0.817509 5.545786 0.0836 -0.1428 0.0100 0.065
O 1.177840 -3.694959 -0.502903 -0.1550 -0.1974 0.0052 -0.045
H 1.043511 -4.062686 0.376860 0.0039 0.0607 0.0210 0.051
H 0.992114 -4.433407 -1.095696 0.1006 0.0278 -0.0577 0.034
O -4.014073 -0.622462 -4.015472 -0.0285 0.0982 -0.1852 -0.097
H -3.769727 0.006988 -4.708652 -0.0322 0.0980 0.0752 0.009
H -4.165369 -1.446546 -4.488811 0.0096 -0.0519 0.1005 0.029
O 5.070771 -3.538694 0.759182 -0.1024 -0.2828 0.0476 -0.054
H 5.153184 -4.416381 0.354122 0.1627 0.2050 0.0108 -0.008
H 5.753119 -3.526021 1.436599 -0.0218 0.0586 0.0107 0.041
O 2.875042 -5.997779 -1.203501 -0.1713 0.0112 0.1177 -0.050
H 3.222312 -5.226855 -0.738444 -0.0940 0.0946 -0.0964 0.019
H 3.655536 -6.488150 -1.463602 -0.0453 -0.0508 -0.0434 0.011
O -7.727605 -0.982161 6.780480 0.1182 -0.1436 -0.0891 -0.060
H -7.075556 -0.748804 6.108770 0.0327 0.1131 -0.0758 -0.007
H -8.547355 -1.081457 6.287825 -0.0487 0.0764 0.0797 0.034
O 0.789864 -3.873973 -4.553951 0.0296 -0.0751 -0.0283 -0.077
H 0.344831 -3.060434 -4.292876 0.0928 -0.0967 0.0911 -0.094
H 0.149027 -4.566227 -4.358880 -0.0459 0.0508 -0.0405 0.035
O 7.422913 -0.180252 -0.605807 0.0659 0.0065 -0.0524 -0.063
H 7.623805 0.641696 -0.139024 0.0358 0.0075 0.1279 -0.009
H 8.286731 -0.561578 -0.786202 -0.0037 0.0038 -0.0007 0.026
O -2.786520 2.025822 -5.492705 0.1787 -0.1056 0.2044 -0.065
H -2.530948 2.862312 -5.903753 -0.3013 0.0280 -0.1545 0.006
H -2.288588 2.006291 -4.668676 0.0236 -0.0672 0.0080 0.018
O 8.630443 2.011660 1.122365 -0.5872 0.0155 -0.2084 -0.066
H 8.901219 1.919258 2.040861 0.1595 -0.0456 -0.0473 0.041
H 8.919069 2.896640 0.883230 -0.0313 0.0078 -0.0092 0.046
O 4.354895 -1.030185 3.694652 0.0715 -0.0229 0.2190 -0.053
H 5.260859 -0.709704 3.634535 -0.0236 0.0267 -0.1001 0.039
H 4.385784 -1.698429 4.387284 -0.0656 0.0143 0.0032 0.039
O 3.389637 -2.723137 -5.392327 0.0551 -0.0888 0.0630 -0.067
H 2.666389 -3.242774 -5.012604 -0.0238 0.0164 -0.0743 -0.008
H 4.139092 -3.326694 -5.415538 -0.0025 0.0217 0.0446 0.001
O 5.232332 2.470782 -2.562985 0.0591 0.0590 0.0500 -0.062
H 6.087768 2.599035 -2.983858 -0.0182 -0.0653 -0.0387 0.033
H 5.344062 2.836463 -1.678811 -0.1168 0.0007 -0.0733 -0.040
O -8.093701 2.182530 5.399893 0.0582 0.0668 0.1971 -0.053
H -7.893557 2.985568 5.892206 -0.0643 0.0888 -0.1330 0.044
H -7.226270 1.812367 5.186535 -0.1757 -0.1960 0.0927 -0.006
O -2.363589 -4.250863 -4.966184 0.0668 -0.0134 -0.0636 -0.060
H -2.120809 -3.624031 -5.656849 0.0294 0.0068 0.0281 0.041
H -2.515300 -5.075240 -5.440248 -0.0489 0.0012 0.0292 0.042
O 6.134026 -4.254974 -4.122788 0.2576 -0.2090 0.2414 -0.041
H 6.338839 -3.410086 -3.705353 -0.1906 0.1584 -0.1366 0.060
H 6.998893 -4.629518 -4.331331 0.0281 0.0906 -0.0673 0.051
O 6.259855 -6.693511 -6.245230 -0.0428 0.0802 0.0331 -0.057
H 5.994940 -6.035505 -5.594314 -0.1552 0.0091 -0.0537 -0.005
H 5.740675 -6.470706 -7.028146 -0.0177 -0.0688 -0.0084 0.026
O -0.558727 6.273983 1.612217 0.0017 -0.0381 -0.0778 -0.047
H 0.227511 6.474199 2.138341 0.1048 0.0948 0.1200 0.003
H -0.453047 5.342219 1.403961 0.0026 0.0261 -0.0383 -0.006
O -3.183260 4.717619 -6.751896 0.0332 0.1522 0.0410 -0.045
H -3.387314 5.359810 -6.063920 0.0233 -0.0646 0.0561 0.050
H -3.679627 5.022849 -7.517096 0.0283 -0.1050 -0.0495 0.046
O -2.186662 4.581976 -1.690051 0.1128 0.0350 0.0243 -0.037
H -1.934081 5.385544 -1.220427 -0.0569 0.0248 0.0009 0.043
H -1.346662 4.158602 -1.900171 -0.0120 -0.0142 0.0074 0.036
O 5.907547 -5.503059 -1.024900 0.0661 -0.2390 -0.0766 -0.044
H 6.170635 -4.883224 -1.713926 -0.1082 0.1007 -0.1023 0.038
H 5.700004 -6.309839 -1.506108 0.1925 -0.0390 0.0169 0.050
O 11.231202 1.848076 1.831220 0.4028 -0.0009 0.1373 -0.057
H 11.480825 2.479061 1.149143 0.0684 0.0072 0.0368 0.042
H 11.150416 1.013452 1.359007 -0.0542 0.0029 0.0110 0.043
O -8.048143 5.319741 1.642272 0.0997 -0.0215 0.0079 -0.063
H -8.107303 4.411635 1.331142 -0.0297 0.0008 0.0190 0.028
H -7.272739 5.319887 2.216754 0.0141 -0.0102 0.0512 0.010
O -9.752246 1.176496 8.224149 -0.0857 0.1106 -0.0087 -0.065
H -9.099305 1.406637 7.552461 0.0935 -0.1675 -0.1019 -0.002
H -10.570176 1.075269 7.729044 -0.0062 0.0339 0.0148 0.030
O 3.315274 -7.034045 -8.015602 0.0915 -0.0762 0.0870 -0.055
H 3.210395 -7.359072 -7.115029 -0.0116 0.0520 0.0090 0.036
H 3.268996 -7.827733 -8.558169 0.0213 0.0398 -0.0505 0.038
```
Forces are in eV/Å.

Results
lowest unoccupied orbital energy	-1.0	eV
2S+1	1
orbital gap	0.28739	Eh
highest occupied orbital energy	-8.8	eV

Entry 2:
This record from the Open Molecules 2025 dataset describes one molecule with the formula C23H23N3O in a non-equilibrium geometry. The level of theory is ωB97M-V with the def2-TZVPD basis set.

Geometry as XYZ:
```
50
Properties=species:S:1:pos:R:3:forces:R:3:lowdin_charge:R:1
C 6.744656 0.261959 -1.931588 -0.3444 0.1466 0.1752 -0.013
C 5.888900 -0.276286 -0.841208 0.6687 -0.7802 0.0714 -0.329
C 6.011492 -1.390845 -0.061751 0.1155 0.5159 -0.5045 -0.036
C 4.901098 -1.390331 0.810111 -0.6470 0.6834 -0.0209 -0.029
C 4.169688 -0.267215 0.502712 0.6461 -1.0355 0.2413 -0.275
C 2.948196 0.209799 1.083199 -0.6777 0.1903 0.2884 -0.096
N 2.401090 1.278045 0.647742 0.6956 -0.2352 -0.4494 0.089
N 1.314637 1.846655 1.139140 -0.3790 0.4212 0.3806 -0.186
C 0.746261 2.864036 0.288664 -0.0547 0.0020 -0.1174 -0.132
C -0.279439 2.252136 -0.689627 0.0578 0.0574 -0.1150 -0.154
N -0.760377 1.012758 -0.121514 0.0255 -0.0268 -0.0032 -0.122
C -1.742251 0.273766 -0.885788 0.1793 -0.0217 -0.0495 -0.192
C -1.717565 -1.184295 -0.487651 -0.3857 -0.1551 0.0266 -0.126
C -0.634091 -2.033053 -0.428284 -0.0265 0.0000 0.0002 -0.014
C -0.840773 -3.339588 -0.005144 0.1268 -0.0325 -0.0207 -0.080
C -2.107508 -3.778635 0.350105 -0.0522 -0.1171 0.0511 -0.086
C -3.197281 -2.923433 0.303898 -0.0373 0.1100 -0.0258 -0.016
C -2.995482 -1.617506 -0.111722 0.5591 -0.2939 -0.0690 -0.123
C -3.915775 -0.495231 -0.228570 -0.1907 0.5393 -0.1053 -0.119
C -5.272636 -0.413882 0.033311 0.1144 -0.0543 -0.0094 -0.015
C -5.913734 0.801053 -0.150458 -0.1167 0.0039 0.0228 -0.085
C -5.212939 1.909597 -0.596390 -0.0294 0.1354 -0.0256 -0.083
C -3.853137 1.829273 -0.871158 -0.0001 0.0552 -0.0128 -0.022
C -3.203775 0.628272 -0.679406 -0.1904 -0.2204 0.0510 -0.109
C -1.023909 1.137456 1.293927 0.1148 0.0481 0.0702 -0.143
C 0.341544 1.199910 2.003057 0.0426 -0.1324 0.1103 -0.111
O 4.774854 0.406076 -0.503561 -0.1838 0.2729 -0.0638 0.090
H 6.168691 0.364953 -2.850516 0.0313 0.0073 -0.1030 0.083
H 7.125854 1.247160 -1.664385 0.0785 0.0572 -0.0414 0.083
H 7.581104 -0.408009 -2.106824 0.0310 -0.0293 -0.0043 0.081
H 6.795861 -2.119259 -0.105267 0.1987 -0.0946 -0.0807 0.104
H 4.670522 -2.117149 1.562512 -0.1284 -0.1018 0.1855 0.103
H 2.564417 -0.417431 1.892973 -0.0212 0.1876 -0.0316 0.116
H 0.264456 3.608017 0.929974 0.0173 0.0068 -0.0600 0.118
H 1.561092 3.337875 -0.257243 -0.0881 0.0403 0.0938 0.120
H 0.200669 2.016763 -1.643432 -0.0466 0.0771 -0.0128 0.121
H -1.083349 2.985321 -0.874416 0.0581 -0.0087 -0.0103 0.107
H -1.473473 0.380818 -1.944430 -0.0189 -0.0063 0.0564 0.169
H 0.351364 -1.683719 -0.697584 0.1342 0.0541 -0.0200 0.115
H -0.005408 -4.022254 0.048578 0.0629 -0.0619 0.0000 0.100
H -2.245271 -4.800370 0.673364 -0.0037 -0.0738 0.0245 0.100
H -4.179617 -3.268335 0.590804 -0.0977 -0.0539 0.0408 0.108
H -5.821912 -1.279278 0.373246 -0.0725 -0.0853 0.0397 0.109
H -6.971622 0.884656 0.051975 -0.0764 0.0087 0.0132 0.101
H -5.729814 2.847584 -0.737922 -0.0496 0.0640 -0.0077 0.100
H -3.325578 2.699488 -1.233787 0.0475 0.0643 -0.0299 0.102
H -1.578505 0.263044 1.637437 -0.0237 0.0569 0.0419 0.130
H -1.625414 2.033113 1.525933 -0.0098 -0.1068 0.0020 0.126
H 0.265387 1.754511 2.945992 -0.0057 -0.1316 0.0129 0.120
H 0.681220 0.187592 2.222140 -0.0475 0.0529 -0.0060 0.100
```
Forces are in eV/Å.

Results
energy above the lowest of the compared OMol25 structures with the same formula, charge and spin	251.1	kJ/mol
lowest unoccupied orbital energy	0.7	eV
2S+1	1
SMILES string	Cc1ccc(/C=N/N2CCN(C3c4ccccc4-c4ccccc43)CC2)o1
orbital gap	0.28445	Eh
highest occupied orbital energy	-7.0	eV

Entry 3:
This record from the Open Molecules 2025 dataset describes one molecule with the formula C2H2Cl3F in a non-equilibrium geometry. The level of theory is ωB97M-V with the def2-TZVPD basis set.

Geometry as XYZ:
```
8
Properties=species:S:1:pos:R:3:forces:R:3:lowdin_charge:R:1
F -0.726502 0.030700 1.659641 0.2626 2.1865 0.5326 -0.032
C -0.558176 -0.256253 0.353518 -2.1491 -2.8498 0.3041 -0.827
Cl -2.155368 0.021312 -0.547887 1.4839 -0.0162 0.7008 0.585
C 0.630042 0.219300 -0.398202 -1.3059 2.1391 -0.0991 -1.202
Cl 0.770419 1.938387 -0.001152 0.6338 0.3443 -0.1163 0.634
Cl 1.964092 -0.770167 -0.164448 2.3327 -1.1034 1.0385 0.715
H -0.419353 -1.304072 0.544744 -0.3733 -1.0722 -1.5555 0.088
H 0.494846 0.120790 -1.446213 -0.8847 0.3717 -0.8052 0.039
```
Forces are in eV/Å.

Results
energy above the lowest of the compared OMol25 structures with the same formula, charge and spin	83.0	kJ/mol
lowest unoccupied orbital energy	0.6	eV
2S+1	1
SMILES string	F[C@@H](Cl)C(Cl)Cl
orbital gap	0.44123	Eh
highest occupied orbital energy	-11.4	eV

What is the formula in the first record? C21H83ClINO34